1.
A cluster of 5 separate species, C14H33BN4O8 in total at a distorted geometry, computed with ωB97M-V/def2-TZVPD.

Structure (XYZ):
```
60
Properties=species:S:1:pos:R:3:forces:R:3
O -5.04704 -1.68454 -4.52214 0.50 0.82 -0.25
C -4.39443 -0.66910 -4.60513 -0.70 -0.86 0.12
O -3.50891 -0.44387 -5.57384 0.12 -0.19 0.27
C -2.48609 0.52532 -5.24144 -0.20 0.24 0.07
B -2.93882 2.03363 -5.10547 0.11 0.26 0.18
O -4.25778 2.42540 -5.30595 0.36 -0.19 -0.66
O -1.96250 2.94081 -4.77005 -0.71 -0.05 0.18
H -4.52829 0.15546 -3.88563 0.26 0.05 -0.03
H -1.76232 0.47550 -6.06226 -0.07 -0.05 0.14
H -1.95769 0.21918 -4.33357 0.05 -0.12 -0.22
H -4.39051 2.84719 -6.16431 -0.20 0.15 0.31
H -1.65659 2.80106 -3.85580 0.58 -0.01 -0.08
C 0.06912 -3.83221 -0.78842 -0.15 -0.03 -0.11
N -0.66398 -3.07407 -1.78145 0.01 -0.02 0.08
C -0.42210 -1.81533 -2.22797 0.12 0.02 0.02
C 0.75163 -1.06993 -1.63312 0.53 -0.16 -0.28
O -1.13641 -1.31110 -3.07663 -0.05 0.02 0.06
H 0.46748 -4.75053 -1.22255 0.05 0.00 0.03
H -0.58037 -4.10133 0.04631 0.04 0.01 0.04
H 0.89853 -3.24728 -0.40440 0.02 0.02 0.01
H -1.46191 -3.50797 -2.22035 -0.01 -0.01 -0.01
H 0.79496 -0.08747 -2.09449 0.04 -0.22 -0.12
H 0.62697 -0.95157 -0.55448 0.62 -0.27 -0.74
H 1.68765 -1.59637 -1.82440 0.04 -0.08 -0.09
C -0.76184 0.07534 0.53449 -0.79 0.21 0.22
N -1.11994 0.86667 -0.63130 -0.02 0.04 0.19
C -0.40920 1.86851 -1.19285 -0.06 -0.02 0.19
C 0.90655 2.21111 -0.54035 0.02 0.20 -0.06
O -0.81842 2.46220 -2.18298 -0.03 0.02 -0.14
H -0.69647 -0.98317 0.26402 -0.47 0.21 0.44
H -1.50677 0.19806 1.31677 0.03 0.08 0.07
H 0.19713 0.39888 0.92821 0.00 0.02 0.12
H -1.99761 0.67612 -1.08927 -0.01 -0.06 -0.02
H 1.37096 3.02867 -1.08328 -0.07 0.00 -0.07
H 0.75450 2.51008 0.49629 0.07 -0.07 0.04
H 1.57778 1.35207 -0.55625 0.03 0.07 0.10
C -1.47507 -0.84624 6.04492 -0.16 0.01 -0.10
N -1.94743 -0.12403 4.88095 0.04 -0.04 0.01
C -1.32656 0.87970 4.20507 0.08 0.06 0.01
C 0.03043 1.32126 4.69874 -0.04 0.03 0.00
O -1.85507 1.39141 3.23108 -0.05 0.00 0.02
H -1.39131 -1.91272 5.82873 0.05 -0.01 0.03
H -2.16318 -0.71898 6.88226 0.04 0.00 0.04
H -0.49935 -0.47885 6.34383 0.02 0.00 0.01
H -2.84866 -0.36856 4.50203 -0.02 0.01 0.01
H 0.38912 2.11271 4.04990 -0.01 -0.01 -0.04
H -0.03101 1.69407 5.72233 0.02 -0.04 0.02
H 0.74539 0.49896 4.66381 0.02 0.01 0.03
C 4.78812 -1.02530 0.53489 -0.18 0.01 -0.07
N 3.63228 -0.30417 1.03115 0.04 -0.01 0.06
C 3.55820 0.54822 2.08832 0.07 -0.02 -0.05
C 4.82516 0.79347 2.87345 -0.04 0.04 0.02
O 2.50344 1.08805 2.37973 -0.11 -0.04 0.01
H 5.00195 -0.74429 -0.49756 0.05 0.00 0.01
H 4.61403 -2.10206 0.57022 0.05 -0.01 0.02
H 5.66037 -0.79955 1.13846 0.02 0.00 0.01
H 2.75383 -0.42916 0.55324 0.00 -0.01 -0.04
H 4.59628 1.49030 3.67315 -0.03 0.01 0.00
H 5.20165 -0.13390 3.30637 0.05 0.00 -0.03
H 5.60014 1.22428 2.23893 0.03 -0.04 0.01
```
Positions in Å, forces in eV/Å.

Its multiplicity is 1. The total energy comes out at -1399.1703 Ha. The SMILES is O=COCB(O)O.CNC(C)=O.CNC(C)=O.CNC(C)=O.CNC(C)=O. Its orbital gap is 9.59 eV.

***

2.
A structure of composition C3H3GaO2 at a distorted geometry, computed with ωB97M-V/def2-TZVPD.

Structure (XYZ):
```
9
Properties=species:S:1:pos:R:3:forces:R:3
C -0.58580 -0.33554 0.90962 -0.43 1.20 -1.91
C 0.87832 -0.07885 0.66327 0.84 -0.08 1.68
H 1.33383 0.79796 1.14533 -0.15 -0.32 -0.10
H -1.22890 -0.18801 1.77103 0.19 -0.44 -0.13
H 1.55443 -0.94504 0.69968 -0.29 0.28 -0.15
O -1.57100 0.00044 -1.44865 -0.70 0.74 -0.08
C -0.80775 -0.00505 -0.43489 0.47 -1.81 2.96
O 0.56426 0.24341 -0.73532 -0.39 0.47 -0.52
Ga -0.13738 0.51069 -2.57006 0.44 -0.03 -1.74
```
Positions in Å, forces in eV/Å.

As for the total charge: +1. Its multiplicity is 2. The total energy comes out at -2190.9780 Ha. Its orbital gap (alpha / beta) is 9.26 / 4.69 eV. The energy above the lowest of the compared OMol25 structures with the same formula, charge and spin is 50.3 kcal per mole.

***

3.
An isolated molecule of C6H10O, computed with ωB97M-V/def2-TZVPD.

Structure (XYZ):
```
17
Properties=species:S:1:pos:R:3:forces:R:3
C 1.51488 0.99908 0.85707 0.44 0.11 -0.18
C 0.63915 1.61230 0.06440 0.50 0.26 -0.30
C 0.08221 1.06581 -1.18118 0.21 -0.13 -0.11
C -0.23079 -0.20900 -1.44009 0.15 0.25 0.07
C -0.15810 -1.36832 -0.46959 -0.14 0.03 -0.02
C -0.71348 -1.04691 0.95544 0.18 -0.41 0.10
O -1.47383 0.13813 1.01968 -0.39 0.00 0.10
H 1.93339 1.40703 1.77884 -0.24 0.18 -0.39
H 1.95019 0.06397 0.53219 -0.19 -0.27 0.20
H 0.41315 2.66303 0.19767 -0.32 -0.01 0.54
H -0.07943 1.81952 -1.95424 -0.01 -0.28 0.01
H -0.59231 -0.43873 -2.43889 0.00 -0.01 0.08
H 0.88225 -1.72620 -0.41711 -0.29 0.05 0.17
H -0.72555 -2.20057 -0.90022 0.03 0.10 0.08
H -1.34688 -1.85908 1.32512 0.15 -0.28 -0.26
H 0.10498 -0.97616 1.68487 -0.27 0.32 -0.26
H -2.19982 0.05609 0.38604 0.19 0.08 0.17
```
Positions in Å, forces in eV/Å.

Its multiplicity is 1. The total energy comes out at -309.7854 Ha. The SMILES is C=C/C=C\CCO. Its orbital gap is 9.60 eV. The energy above the lowest of the compared OMol25 structures with the same formula, charge and spin is 35.8 kcal per mole.

***

4.
A structure of composition C10H15CdN2O2 at a distorted geometry, computed with ωB97M-V/def2-TZVPD.

Structure (XYZ):
```
30
Properties=species:S:1:pos:R:3:forces:R:3
Cd 1.94339 0.34726 0.72592 2.34 -0.18 1.27
N -0.01821 -2.46072 2.13039 1.79 -0.56 4.74
C 0.99664 -1.89572 3.11296 -2.27 -3.03 -3.15
C 2.38421 -1.98630 2.67382 -2.06 2.08 4.20
N 2.73122 -1.85364 1.51725 1.41 -0.82 -3.58
H -0.75754 -1.88644 2.25822 -3.21 1.80 -0.47
H 0.35469 -2.47330 1.28220 1.52 0.06 -4.76
H 0.97601 -2.68047 3.76946 0.04 -1.68 2.71
H 0.57891 -1.07780 3.60960 0.16 1.89 0.70
H 2.83998 -1.87646 3.64183 2.30 -0.63 -0.06
H -2.34437 -0.76840 2.91001 -0.08 -0.04 0.20
H 3.74174 0.23862 1.25267 -1.38 1.00 -0.47
H 3.73770 -1.87654 1.36554 -0.02 0.08 -0.04
C -2.41446 0.54196 0.34643 0.17 0.01 0.83
C -1.00434 0.93081 0.10939 -0.09 0.37 -0.05
O -0.23133 0.84065 1.09401 -0.38 0.32 -2.60
C -0.73129 1.31192 -1.38423 -2.29 -0.06 1.14
C -1.78886 1.79671 -2.24207 2.16 -0.39 1.28
C -1.58428 1.98200 -3.61105 0.42 0.68 -0.06
C -0.32061 1.69518 -4.15542 -0.07 0.18 -2.08
C 0.63757 1.13235 -3.37739 1.83 0.06 -0.10
C 0.46910 0.90352 -1.97639 2.73 -1.69 0.62
O 1.45210 0.26878 -1.34405 -2.89 1.75 -2.31
H -2.54293 0.65180 1.42311 -0.37 -0.29 -0.09
H -2.48598 -0.51860 0.05295 -0.24 0.30 0.07
H -3.14696 1.14518 -0.16870 -0.11 -0.09 -0.23
H -2.69817 2.18218 -1.85237 -0.61 -0.08 0.52
H -2.33781 2.51103 -4.21701 0.33 -0.58 0.38
H -0.11461 1.92879 -5.25063 -0.28 -0.40 1.67
H 1.67851 0.94563 -3.69642 -0.83 -0.04 -0.25
```
Positions in Å, forces in eV/Å.

As for the total charge: +1. Its multiplicity is 1. The total energy comes out at -817.2559 Ha. Its orbital gap (alpha / beta) is 4.97 / 7.78 eV. The energy above the lowest of the compared OMol25 structures with the same formula, charge and spin is 84.0 kcal per mole.